Below is a structure of composition C48H45Br3LaN8O3Si, with properties calculated with the ωB97M-V functional and the def2-TZVPD basis.

Computed properties:
- HOMO-LUMO gap (spin up / spin down): 4.31 / 5.16 eV
- Relative energy (zero: lowest compared OMol25 entry of this formula, charge and spin): 20.2 kcal/mol
- Spin multiplicity: 1
- E: -287433.375 eV
- Charge: +1

Last column: Löwdin charge in e.
Cartesian coordinates (Å):
La -0.36035 0.14071 0.56194  1.9718
C -4.08381 -2.35222 2.18277  -0.0363
C -3.12699 -1.24465 1.86473  -0.3511
N -2.22497 -1.34569 0.92212  -0.2091
N -2.21613 -2.49872 0.20452  0.0339
C -1.16434 -2.70868 -0.56254  -0.5437
O -0.12043 -1.97118 -0.62809  -0.2590
C -1.29326 -3.91186 -1.42738  -0.1475
C -0.20115 -4.41494 -2.12916  -0.0444
C -0.35604 -5.50349 -2.96969  -0.1081
C -1.59292 -6.10900 -3.11730  -0.0919
C -2.67967 -5.62768 -2.40334  -0.0735
C -2.53237 -4.53713 -1.57006  -0.0239
C -3.15273 -0.03091 2.65545  -0.3119
C -3.96563 0.08375 3.79360  -0.0318
C -3.94586 1.24135 4.54001  -0.0725
C -3.10994 2.27642 4.13978  -0.0725
C -2.33450 2.08781 3.00939  -0.1534
N -2.33017 0.97980 2.27739  -0.0234
H -4.08180 -3.06644 1.36545  0.0565
H -5.09113 -1.96942 2.33119  0.0788
H -3.76420 -2.86685 3.08857  0.0872
H 0.76512 -3.95156 -1.99309  0.1008
H 0.49750 -5.89792 -3.50425  0.0881
H -1.70366 -6.96207 -3.77112  0.1025
H -3.64124 -6.11042 -2.49405  0.1057
H -3.36880 -4.15302 -1.01034  0.1034
H -4.59646 -0.73213 4.09617  0.0996
H -4.56783 1.34561 5.41527  0.1064
H -3.06333 3.20512 4.68555  0.0987
H -1.67910 2.87769 2.67069  0.0862
O 5.05117 -1.61912 4.03957  0.1157
C 3.99640 -1.53408 3.22662  -0.2894
C 4.08579 -1.48721 1.82802  0.0224
C 2.93464 -1.34953 1.08478  -0.1236
N 1.71942 -1.20116 1.62383  -0.0850
C 1.64838 -1.32220 2.94979  -0.7266
Br -0.11440 -1.20822 3.66450  0.9098
C 2.71808 -1.50207 3.79495  -0.0206
H 5.88712 -1.60413 3.55459  0.1310
H 5.04839 -1.56276 1.34527  0.1216
H 2.95314 -1.37545 0.00499  0.1017
H 2.59697 -1.59464 4.86099  0.1272
Br 1.58429 5.84009 4.42829  0.7569
C 1.21860 4.32613 3.33427  -0.6753
C 1.73665 3.06520 3.68091  -0.1051
C 1.43938 2.01911 2.84078  -0.1742
N 0.72362 2.09475 1.71823  -0.0790
C 0.21833 3.33591 1.37345  -0.2978
C 0.46263 4.45775 2.20612  -0.0969
C -0.52576 3.44439 0.16005  -0.2444
C -1.04354 4.67911 -0.30636  -0.0688
C -1.62995 4.74870 -1.53684  -0.6875
Br -2.25713 6.40183 -2.21915  0.7672
C -1.73429 3.59465 -2.33273  -0.1174
C -1.26286 2.42175 -1.79373  -0.1656
N -0.69075 2.29870 -0.59577  -0.0913
H 2.33268 2.92556 4.56560  0.0975
H 1.82375 1.03852 3.09454  0.0719
H 0.05531 5.42083 1.95321  0.1003
H -0.97249 5.57279 0.29100  0.1015
H -2.17310 3.63639 -3.31488  0.0938
H -1.33502 1.50673 -2.37062  0.0812
C -0.37684 -2.99760 -5.37859  0.0310
N 0.55400 -2.34279 -4.50855  -0.0146
N 0.18683 -1.25432 -3.75666  0.1075
C 1.22225 -0.93312 -2.93568  -0.3291
O 1.24636 0.16758 -2.19480  -0.1050
C 2.24707 -1.83645 -3.19131  0.0474
C 1.81067 -2.70649 -4.17306  -0.2234
C 2.54244 -3.81438 -4.82876  0.0194
C -1.06321 -0.61763 -3.96575  -0.2077
C -1.27205 0.11081 -5.13358  -0.0106
C -2.50756 0.69080 -5.35971  -0.0525
C -3.52892 0.54675 -4.43222  -0.0485
C -3.31490 -0.18050 -3.27203  -0.0382
C -2.08464 -0.76437 -3.03451  -0.0054
H -1.34113 -3.10723 -4.87605  0.1145
H 0.00095 -3.98670 -5.62828  0.1014
H -0.51723 -2.42822 -6.30087  0.1046
H 3.20012 -1.85872 -2.70974  0.1176
H 3.58122 -3.80256 -4.51621  0.0967
H 2.49729 -3.72041 -5.91154  0.1004
H 2.12314 -4.78126 -4.55673  0.0790
H -0.47080 0.22214 -5.84819  0.1203
H -2.67488 1.25745 -6.26178  0.1138
H -4.49465 0.99047 -4.61125  0.1155
H -4.10580 -0.30405 -2.55161  0.1228
H -1.91876 -1.34781 -2.14486  0.0918
C 2.90746 1.19446 -4.36656  -0.1261
Si 2.56334 1.23981 -2.48983  0.6169
C 4.17252 0.67880 -1.62924  -0.1316
C 2.12337 2.97719 -1.91885  -0.2393
C 1.60356 3.90541 -2.82129  -0.0970
C 1.49144 5.24076 -2.48946  -0.0777
C 1.90077 5.67774 -1.24026  -0.0616
C 2.42757 4.77444 -0.33310  -0.0744
C 2.53860 3.43807 -0.67065  -0.1042
H 3.54941 2.02674 -4.63699  0.0467
H 2.00613 1.27593 -4.96639  0.0284
H 3.42033 0.28631 -4.67240  0.0316
H 4.89993 1.47879 -1.72241  0.0496
H 4.62420 -0.20661 -2.06845  0.0294
H 4.03421 0.49068 -0.56977  0.0052
H 1.30102 3.57556 -3.80435  0.1033
H 1.09883 5.94468 -3.20776  0.1084
H 1.82161 6.72146 -0.98188  0.1149
H 2.76419 5.11449 0.63489  0.1124
H 2.96102 2.74382 0.04150  0.0993